The following is a quantum chemistry calculation of C54H55GeN3O2Pd as an isolated structure, from the OMol25 dataset.

XYZ file:
```
116
Properties=species:S:1:pos:R:3:forces:R:3:lowdin_charge:R:1
Pd 0.080 -0.167 -0.862 -0.1 0.2 -0.6 0.735
C 3.909 0.631 1.225 0.0 -0.2 0.0 -0.055
C 4.507 -0.530 0.430 -0.1 0.2 -0.2 -0.344
C 4.746 -0.052 -1.008 0.0 -0.1 0.1 -0.047
C 3.790 -1.884 0.416 -0.1 0.2 0.1 -0.120
C 4.646 -2.977 0.274 0.0 -0.1 0.0 -0.043
C 4.188 -4.275 0.188 0.0 0.0 0.0 -0.065
C 2.830 -4.526 0.272 0.1 0.0 0.0 -0.036
C 1.928 -3.485 0.425 -0.2 0.3 0.0 -0.132
C 0.447 -3.792 0.594 0.0 -0.1 0.1 -0.365
C 0.005 -5.038 -0.179 0.0 0.1 0.0 -0.079
C 0.095 -4.006 2.075 0.0 0.1 -0.1 -0.040
C 2.410 -2.156 0.480 0.6 -0.6 -0.1 -0.150
N 1.443 -1.129 0.592 -0.7 0.5 0.8 0.123
C 1.114 -0.689 1.751 1.1 -1.1 -0.6 -0.171
C 0.072 0.314 1.869 -0.9 1.5 -0.3 -0.168
N -0.475 0.836 0.819 -0.2 -1.3 0.6 0.055
C -1.573 1.706 1.058 -0.7 0.8 0.3 -0.169
C -2.819 1.165 1.474 0.5 -0.2 -0.3 -0.135
C -3.848 2.050 1.762 0.0 0.0 -0.1 -0.038
C -3.659 3.418 1.707 -0.1 0.1 0.0 -0.066
C -2.427 3.927 1.353 -0.1 0.1 0.0 -0.042
C -1.365 3.098 1.011 0.2 -0.3 -0.1 -0.139
C -0.028 3.776 0.721 0.1 -0.2 0.0 -0.347
C 0.701 3.311 -0.540 -0.1 0.1 0.1 -0.054
C 0.900 3.682 1.940 -0.1 0.1 -0.1 -0.045
C -3.038 -0.330 1.705 -0.1 0.0 -0.1 -0.357
C -3.417 -1.081 0.425 0.2 0.1 0.0 -0.057
C -4.105 -0.602 2.766 0.2 0.0 0.1 -0.073
C -0.146 0.582 3.291 0.0 0.0 0.6 -0.072
C -0.982 1.388 4.024 0.0 0.0 -0.2 0.023
C -0.886 1.353 5.433 0.0 0.0 0.2 -0.042
C 0.008 0.553 6.100 0.0 0.0 0.0 -0.004
C 0.887 -0.290 5.374 0.0 0.0 0.0 -0.145
C 1.864 -1.173 5.898 0.0 0.0 0.0 -0.004
C 2.638 -1.927 5.051 0.0 0.0 0.1 -0.045
C 2.508 -1.872 3.646 0.0 0.0 -0.2 0.011
C 1.570 -1.028 3.107 0.1 0.1 0.6 -0.097
C 0.776 -0.247 3.986 -0.1 0.0 -0.4 -0.062
H 4.618 1.460 1.214 0.0 0.0 0.0 0.087
H 3.724 0.367 2.266 0.0 0.0 0.1 0.070
H 2.986 0.986 0.770 0.0 0.1 0.0 0.063
H 5.485 -0.740 0.877 0.0 -0.1 0.0 0.125
H 3.820 0.323 -1.442 0.2 0.0 0.1 0.046
H 5.122 -0.852 -1.646 0.0 0.0 0.0 0.086
H 5.471 0.764 -1.011 0.0 0.0 0.0 0.089
H 5.712 -2.789 0.227 0.0 0.0 0.0 0.118
H 4.887 -5.093 0.066 0.0 0.0 0.0 0.105
H 2.472 -5.546 0.230 0.0 0.0 0.0 0.109
H -0.122 -2.930 0.235 0.0 0.0 -0.1 0.097
H 0.319 -5.944 0.344 0.0 0.0 0.0 0.077
H 0.418 -5.062 -1.186 0.0 0.0 0.0 0.069
H -1.084 -5.063 -0.247 0.0 0.0 0.0 0.083
H 0.706 -4.811 2.488 0.0 0.0 0.0 0.090
H -0.956 -4.287 2.172 0.0 0.0 0.0 0.083
H 0.268 -3.113 2.670 0.0 0.0 0.1 0.056
H -4.817 1.667 2.051 0.0 0.0 0.0 0.109
H -4.475 4.086 1.954 0.0 0.0 0.0 0.107
H -2.277 5.001 1.342 0.0 0.0 0.0 0.116
H -0.264 4.835 0.578 -0.1 0.0 0.0 0.127
H 1.144 2.327 -0.432 0.0 -0.1 -0.1 0.037
H 1.511 4.005 -0.769 0.0 0.0 0.0 0.095
H 0.033 3.289 -1.399 0.0 0.0 0.0 0.044
H 1.246 2.660 2.090 0.1 0.0 0.0 0.062
H 0.386 4.006 2.848 0.0 0.0 0.0 0.081
H 1.775 4.317 1.793 0.0 0.0 0.0 0.084
H -2.106 -0.752 2.084 0.0 0.0 0.0 0.117
H -4.329 -0.665 -0.001 -0.1 0.0 0.0 0.080
H -3.579 -2.139 0.648 0.0 0.0 0.0 0.081
H -2.622 -0.999 -0.317 0.0 0.0 -0.1 0.029
H -5.104 -0.368 2.395 0.0 0.0 0.0 0.077
H -3.921 -0.019 3.671 -0.1 0.0 0.0 0.081
H -4.088 -1.660 3.033 0.0 0.0 0.0 0.082
H -1.704 2.042 3.553 0.0 0.0 0.1 0.110
H -1.552 1.989 6.003 0.0 0.0 0.0 0.110
H 0.044 0.561 7.182 0.0 0.0 0.0 0.116
H 2.001 -1.245 6.970 0.0 0.0 0.0 0.116
H 3.382 -2.593 5.468 0.0 0.0 0.0 0.109
H 3.143 -2.488 3.023 0.0 0.0 0.0 0.119
O 3.240 -0.019 -3.751 -0.1 -0.3 -0.1 0.029
C 2.264 -0.162 -3.020 -0.1 0.4 0.2 -0.671
O 1.796 0.646 -2.162 0.7 -0.1 -0.5 -0.138
C 1.461 -1.464 -3.157 0.1 0.2 0.0 -0.175
C 1.768 -2.391 -4.142 0.0 -0.1 0.0 0.014
C 0.929 -3.473 -4.329 0.0 0.0 0.1 -0.038
C -0.201 -3.587 -3.529 0.0 0.0 0.0 -0.059
C -0.421 -2.644 -2.547 0.0 -0.2 0.0 -0.168
N 0.406 -1.613 -2.351 -0.1 -0.1 -0.3 -0.038
H 2.649 -2.215 -4.742 0.0 0.0 0.0 0.123
H 1.132 -4.219 -5.087 0.0 0.0 0.0 0.110
H -0.910 -4.392 -3.665 0.0 0.0 0.0 0.110
H -1.294 -2.703 -1.909 0.0 0.1 0.0 0.107
Ge -1.295 0.814 -2.611 -0.7 -0.3 -0.6 0.940
C -0.412 1.912 -3.998 0.1 0.1 0.4 -0.326
C -0.435 3.305 -4.007 -0.1 0.0 0.0 -0.127
C 0.260 4.028 -4.965 0.0 0.0 0.0 -0.089
C 1.008 3.365 -5.927 0.0 0.0 0.0 -0.092
C 1.018 1.979 -5.950 0.0 0.0 -0.1 -0.077
C 0.305 1.265 -5.001 -0.1 -0.1 0.1 -0.129
C -3.125 1.561 -2.382 0.4 -0.1 0.2 -0.337
C -4.213 0.722 -2.621 0.1 0.0 0.0 -0.151
C -5.515 1.196 -2.553 -0.1 0.0 0.0 -0.096
C -5.751 2.532 -2.258 -0.1 -0.1 0.0 -0.099
C -4.680 3.383 -2.040 0.0 0.1 0.1 -0.092
C -3.381 2.897 -2.092 0.0 0.0 0.1 -0.125
H -1.710 -0.416 -3.488 0.1 0.0 0.1 -0.017
H -1.013 3.843 -3.265 0.1 0.0 -0.1 0.071
H 0.231 5.111 -4.950 0.0 0.0 0.0 0.098
H 1.581 3.925 -6.655 0.0 0.0 0.0 0.098
H 1.599 1.450 -6.695 0.0 0.0 0.0 0.105
H 0.303 0.181 -5.041 0.1 0.0 0.0 0.089
H -4.031 -0.314 -2.884 0.0 0.0 0.0 0.083
H -6.345 0.525 -2.736 0.0 0.0 0.0 0.099
H -6.766 2.905 -2.209 0.0 0.0 0.0 0.098
H -4.856 4.430 -1.820 0.0 0.0 0.0 0.101
H -2.557 3.573 -1.905 0.0 0.1 0.1 0.079
```
Positions in Å, forces in eV/Å.

HOMO (spin up / spin down)	-7.3 / -7.3	eV
LUMO (spin up / spin down)	-1.3 / -1.3	eV
charge	0
energy relative to the best compared isomer or geometry (same formula, charge and spin)	0.634	eV
gap between HOMO and LUMO (spin up / spin down)	6.015 / 6.016	eV